(1)
Density functional theory data (the ωB97M-V functional and the def2-TZVPD basis) for 2 unconnected molecules or ions with the total composition C3H4O3S in a non-equilibrium geometry.

```
11
Properties=species:S:1:pos:R:3:forces:R:3
C 3.27743 0.33077 0.97481 0.01 -2.11 -0.41
C 0.72515 0.78019 -0.31456 1.53 -0.89 -1.69
C -0.17639 -0.08273 0.36380 -1.90 -2.38 0.08
O 0.78062 1.97127 0.14219 0.01 1.66 0.52
O 1.30618 4.01201 1.34108 0.33 0.22 -0.21
O 3.20426 1.42208 1.17138 0.56 1.59 0.84
S 1.73146 3.32812 0.11571 -0.79 0.33 -0.11
H 1.28102 0.43836 -1.17601 0.23 0.44 -0.19
H -0.14287 -1.17541 0.00908 0.17 1.69 0.57
H -1.19988 0.28195 0.14062 0.11 -0.32 0.44
H 0.00611 -0.01087 1.43580 -0.28 -0.24 0.16
```
Forces are in eV/Å.

- relative energy (zero: lowest compared OMol25 entry of this formula, charge and spin) (kcal per mole) = 110.1
- HOMO level (spin up / spin down) (hartree) = -0.301 / -0.263

These are the natural (NBO) partial charges, in e, on atoms 1 to 4: number 1, C, carries 0.48; number 2, C, carries 0.19; number 3, C, carries -0.69; number 4, O, carries -0.64

---

(2)
Density functional theory data (the ωB97M-V functional and the def2-TZVPD basis) for a molecular structure, C2H4ClNO in a non-equilibrium geometry.

```
9
Properties=species:S:1:pos:R:3:forces:R:3
C 0.69798 -1.24771 -0.57780 -3.02 -2.16 0.56
C -0.48544 1.00818 0.04214 3.45 -0.89 -1.39
N 0.93889 -0.06162 -0.41646 -1.97 3.29 0.31
O -0.98652 0.56192 1.19430 -2.35 -1.77 -2.18
Cl 1.97754 -2.33394 -1.11893 -0.22 -0.11 0.14
H -0.36374 -1.81274 -0.36575 2.63 1.17 -0.67
H 0.12863 1.95770 0.04341 -1.05 -1.02 0.18
H -1.27105 0.96939 -0.72116 0.68 -0.22 -0.15
H -0.63628 0.95883 1.92024 1.86 1.70 3.20
```
Forces are in eV/Å.

- relative energy (zero: lowest compared OMol25 entry of this formula, charge and spin) (kcal per mole) = 58.0
- HOMO level (hartree) = -0.345

These are the natural (NBO) partial charges, in e, on atoms 1 to 4: number 1, C, carries 0.06; number 2, C, carries 0.13; number 3, N, carries -0.48; number 4, O, carries -0.68

---

(3)
Density functional theory data (the ωB97M-V functional and the def2-TZVPD basis) for 2 unconnected molecules or ions with the total composition C8H12O6 in a non-equilibrium geometry.

```
26
Properties=species:S:1:pos:R:3:forces:R:3
C -0.29765 -4.24165 -1.78488 2.81 -2.99 2.98
C -0.46265 -2.77865 -2.11888 0.54 -1.62 0.93
C -1.06065 -1.92365 -1.01488 -0.37 2.78 -3.37
O -0.02465 -0.98165 -0.68188 -1.07 -0.26 0.48
C 1.06135 -1.31265 -1.39688 1.83 6.75 4.29
O 2.06435 -0.66865 -1.25788 0.71 -0.45 0.07
O 0.81335 -2.12965 -2.24888 -0.81 -6.22 -6.27
H -0.07465 -5.01265 -2.58788 0.11 1.57 0.52
H -1.10365 -4.76865 -1.23888 -0.37 1.05 -0.39
H 0.59035 -4.42065 -0.87588 -2.14 0.79 -2.78
H -1.02565 -2.76165 -3.03888 0.14 0.71 -0.43
H -1.19565 -2.34665 -0.08788 -1.74 -1.52 1.59
H -1.84265 -1.37665 -1.66788 0.29 -0.54 2.44
C 1.75735 2.39335 2.04712 0.12 1.17 -5.58
C 0.54935 2.63535 1.21412 0.19 -1.18 -0.95
C -0.69565 1.75335 1.32112 0.50 3.10 6.37
O -1.77365 2.75035 1.52712 0.64 -0.12 -0.18
C -1.27565 4.02635 1.51012 -1.58 1.86 -2.54
O -1.98965 5.05335 1.38812 3.15 -4.03 1.28
O 0.09235 3.95735 1.31612 -1.86 1.63 1.28
H 1.71935 2.72635 2.92412 -1.03 2.24 7.76
H 2.43135 3.12135 1.61812 0.79 0.02 -0.29
H 2.23435 1.49535 2.02212 0.81 -2.82 -0.47
H 1.02635 2.62135 0.25912 -0.61 -0.55 -1.39
H -0.68465 1.08235 2.25412 0.10 1.20 -0.96
H -0.83265 1.10735 0.60012 -1.19 -2.58 -4.37
```
Forces are in eV/Å.

- relative energy (zero: lowest compared OMol25 entry of this formula, charge and spin) (kcal per mole) = 88.8
- HOMO level (hartree) = -0.393
- SMILES = C[C@H]1COC(=O)O1.C[C@H]1COC(=O)O1

These are the natural (NBO) partial charges, in e, on atoms 1 to 4: number 1, C, carries -0.66; number 2, C, carries 0.05; number 3, C, carries -0.12; number 4, O, carries -0.51

---

no.,E (a.u.)
1,-740.48407
2,-668.71171
3,-763.37100